{"formula": "C10H20N3O2", "method": "ωB97M-V with the def2-TZVPD basis set", "elements": ["C", "C", "C", "C", "C", "C", "C", "C", "C", "C", "N", "N", "N", "O", "O", "H", "H", "H", "H", "H", "H", "H", "H", "H", "H", "H", "H", "H", "H", "H", "H", "H", "H", "H", "H"], "positions_angstrom": [[-3.536103, -1.172871, 0.926008], [-4.875429, -0.695577, 0.418495], [3.059213, 1.549356, 0.272668], [2.716655, -0.456460, -0.797591], [4.317212, 1.074036, 1.009843], [3.924751, -1.069737, -0.054903], [-3.261557, 0.748231, -0.227719], [4.557195, -2.298656, -0.728264], [-5.691876, 1.330252, -0.693667], [0.750804, 0.692043, 0.196943], [-2.579263, -0.163617, 0.410768], [-4.559810, 0.676953, -0.101401], [2.043726, 0.555102, 0.022164], [4.839700, -0.052343, 0.323209], [-0.060698, -0.242994, 0.102541], [-3.336356, -1.216533, 2.079279], [-5.226121, -1.218380, -0.360435], [-5.581677, -0.536967, 1.124167], [2.523764, 2.520169, 0.761854], [3.293257, 1.877735, -0.793078], [3.012847, 0.060557, -1.764908], [2.052091, -1.259469, -1.312575], [5.103705, 2.000022, 0.893345], [4.139313, 0.800416, 2.040928], [3.565676, -1.427774, 0.892273], [-2.921100, 1.625167, -0.732001], [4.853041, -2.010987, -1.680717], [3.679742, -3.099398, -0.854316], [5.315054, -2.603240, -0.178507], [-6.137176, 0.658391, -1.480825], [-6.470066, 1.784239, -0.067850], [-5.213522, 2.115059, -1.209893], [0.479357, 1.677834, 0.541566], [-1.441205, -0.120820, 0.387889], [-3.335148, -2.099723, 0.634726]], "forces_ev_per_a": [[0.8, 3.3, 4.0], [3.2, 2.9, 1.1], [-1.6, 4.2, -0.5], [-0.7, -1.9, -2.7], [0.8, 1.4, -1.7], [-1.1, 0.2, 0.7], [-0.3, 1.0, 0.6], [-6.1, 1.1, -1.4], [0.3, 0.0, -1.9], [0.2, -0.8, 0.9], [0.5, 0.4, -1.3], [-1.7, -2.8, 1.2], [1.3, -1.2, -0.6], [1.4, 0.3, -0.9], [0.0, 0.3, -0.5], [-1.0, 0.3, -1.9], [-1.3, -2.3, -2.8], [-2.3, -0.1, 2.4], [1.4, -2.3, -0.8], [0.5, 0.0, 1.5], [0.3, -0.2, 1.2], [0.6, 1.1, 1.9], [-1.8, -2.5, 0.6], [-0.1, 0.2, 0.4], [-0.8, -0.4, 0.6], [1.0, 0.3, -0.2], [0.8, 0.2, -1.9], [2.1, 1.6, 0.5], [3.5, -1.8, 2.5], [0.2, 0.6, 0.9], [0.5, -0.6, 0.4], [-0.1, 1.4, -1.0], [-0.4, 0.5, 0.3], [-1.2, -0.6, -0.1], [1.1, -3.8, -1.7]], "lumo_ev": -2.35, "gap_ev": 10.081, "charge": 1, "de_lowest_kj_mol": 243.6, "homo_energy_ha": -0.4567, "total_energy_ev": -19251.201}

=====

{"formula": "C10H20NO", "method": "ωB97M-V with the def2-TZVPD basis set", "elements": ["C", "C", "C", "C", "C", "C", "C", "C", "C", "C", "N", "O", "H", "H", "H", "H", "H", "H", "H", "H", "H", "H", "H", "H", "H", "H", "H", "H", "H", "H", "H", "H"], "positions_angstrom": [[0.585357, -0.253593, 0.788305], [0.708924, -0.766891, 1.989392], [1.166532, -0.062316, -1.636899], [-0.274062, 0.480610, -1.403242], [1.681848, 0.360203, -0.034562], [3.028646, -0.181792, 0.347372], [-2.473175, 1.696836, 0.016495], [-1.093276, -2.290590, -0.409045], [-1.145147, 1.323367, 0.632009], [-1.596300, -0.982596, 0.216591], [-0.596671, 0.111877, 0.081856], [1.661127, 1.747115, -0.094648], [-0.020609, -1.018307, 2.725965], [1.762141, -0.903975, 2.232469], [1.100030, -1.170415, -1.920757], [1.746001, 0.399894, -2.296503], [-0.217643, 1.477630, -1.700558], [-1.073574, -0.150688, -1.856658], [3.692966, 0.002299, -0.538415], [3.001041, -1.237875, 0.473189], [3.398779, 0.299774, 1.195829], [-2.524754, 1.868999, -1.108500], [-3.212577, 0.919084, 0.287191], [-2.823448, 2.679877, 0.506599], [-0.794402, -2.251737, -1.416526], [-0.293523, -2.578655, 0.138623], [-1.824379, -3.222367, -0.290559], [-1.286676, 1.253564, 1.662748], [-0.400930, 2.117004, 0.460076], [-1.773142, -1.109193, 1.228961], [-2.650778, -0.726600, -0.237114], [2.541685, 2.169468, -0.039697]], "forces_ev_per_a": [[1.2, 1.9, -0.3], [1.2, 0.1, -0.3], [-3.1, -3.2, 5.3], [0.7, -4.6, -0.7], [1.2, -2.6, -2.8], [0.3, 0.2, -3.1], [-1.7, 1.5, -0.2], [-3.6, -1.3, 0.6], [-0.6, 3.1, -0.9], [-2.5, -1.1, -3.6], [-1.6, 0.0, -0.9], [0.0, 1.2, 0.5], [-0.5, -0.4, 0.0], [-0.4, 0.0, 0.6], [0.5, 1.4, 0.9], [2.1, 2.4, -2.7], [-0.9, 1.8, 0.5], [0.8, 1.2, -0.6], [-0.2, 0.0, 1.0], [0.0, -0.8, 0.2], [0.7, 0.7, 1.5], [0.4, -0.3, 1.5], [0.1, 0.9, -0.2], [0.5, -1.5, -0.8], [0.1, 0.3, -1.4], [2.8, -1.1, 1.6], [1.1, 2.4, -0.3], [-0.1, -0.5, 1.8], [-0.3, -0.4, 0.2], [-0.2, -0.2, 2.1], [2.5, -0.2, 0.6], [-0.5, -0.7, 0.0]], "lumo_ev": -2.75, "gap_ev": 11.098, "charge": 1, "de_lowest_kj_mol": 257.5, "smiles": "C=C1[C@](C)(O)CC[N+]1(CC)CC", "homo_energy_ha": -0.5088, "total_energy_ev": -14222.768}